Here is a gas-phase ion, C4H10N2O2 (charge -1) from OMol25. Energies are from ωB97M-V/def2-TZVPD.

Properties
**Spin multiplicity**: 2
**Kohn-Sham gap (spin up / spin down)**: 6.3 / 7.4 eV
**Expectation value of S²**: 0.755
**Charge**: -1
**Energy above the lowest of the compared OMol25 structures with the same formula, charge and spin**: 3.242 eV

Positions of all 18 atoms, in Å:
N (1.0144, -2.1544, 0.6750)
C (-0.2239, -1.3229, 0.6088)
C (-0.4814, -0.9654, -0.8850)
N (-0.1063, 0.4228, -1.3490)
C (0.6791, 1.2057, -0.4444)
C (-0.2387, 2.1097, 0.4206)
O (-1.3766, 2.5210, -0.3310)
O (-1.3514, -1.6715, -1.4763)
H (1.0421, -2.6165, 1.5816)
H (0.8395, -2.9096, 0.0146)
H (-0.1849, -0.4673, 1.2752)
H (-1.0667, -1.9584, 0.9034)
H (0.6296, -0.9530, -1.3776)
H (1.3928, 1.8474, -0.9835)
H (1.3171, 0.6240, 0.2357)
H (0.2179, 3.0419, 0.7486)
H (-0.5422, 1.4991, 1.2806)
H (-1.5603, 1.7473, -0.8973)

Here is 16 unconnected molecules or ions with the total composition C78H201N13O29 from OMol25. Energies are from ωB97M-V/def2-TZVPD.

Properties
**Kohn-Sham gap**: 8.5 eV
**Charge**: 0
**Energy above the lowest of the compared OMol25 structures with the same formula, charge and spin**: 9.996 eV

Positions of all 321 atoms, in Å:
O (1.0312, -13.2485, -5.5336)
H (1.1335, -13.0190, -6.4573)
H (1.9260, -13.2917, -5.1965)
O (0.5721, -3.1619, 2.2170)
H (0.5734, -2.7332, 1.3612)
H (0.9795, -4.0136, 2.0595)
O (0.6792, -2.8739, -0.7262)
H (-0.2110, -2.7109, -1.0379)
H (1.2161, -2.2278, -1.1851)
C (0.2258, -14.4804, -8.3119)
O (1.2410, -13.4631, -8.2024)
C (0.7550, -12.2083, -8.6076)
C (1.9286, -11.2643, -8.2592)
N (1.9108, -9.8960, -8.8350)
C (0.6127, -9.0793, -8.5687)
C (0.2703, -8.7417, -7.1020)
O (1.3884, -8.0656, -6.5001)
C (1.2292, -6.6100, -6.3663)
H (-0.3409, -14.6733, -7.4011)
H (0.5943, -15.5017, -8.4076)
H (-0.3430, -14.3469, -9.2321)
H (-0.1567, -11.9490, -8.0692)
H (0.3489, -12.1481, -9.6173)
H (2.8145, -11.8052, -8.5920)
H (1.9989, -11.1617, -7.1763)
H (2.6924, -9.4468, -8.3796)
H (-0.1136, -9.7491, -9.0290)
H (0.4897, -8.2043, -9.2069)
H (0.1971, -9.6690, -6.5338)
H (-0.6363, -8.1517, -6.9670)
H (1.3301, -6.1608, -7.3543)
H (2.0928, -6.2470, -5.8092)
H (0.3005, -6.3327, -5.8675)
C (3.5620, -9.0086, 0.9231)
O (4.5214, -8.8207, -0.0459)
C (5.8777, -9.0533, 0.2717)
C (6.0372, -10.4907, 0.7469)
N (5.8252, -11.4026, -0.3128)
C (5.8153, -12.8656, 0.0931)
C (7.2621, -13.4645, 0.3322)
O (7.8270, -13.9596, -0.7748)
C (8.1256, -12.9940, -1.7253)
H (3.8484, -8.9669, 1.9740)
H (2.9960, -9.9223, 0.7421)
H (2.8120, -8.2274, 0.7990)
H (6.1304, -8.4037, 1.1097)
H (6.5697, -8.8851, -0.5535)
H (5.3953, -10.8525, 1.5502)
H (7.0658, -10.6186, 1.0841)
H (4.9000, -11.0938, -0.5748)
H (5.4524, -13.4778, -0.7326)
H (5.0668, -13.1158, 0.8449)
H (7.2205, -14.2575, 1.0789)
H (7.9182, -12.6616, 0.6683)
H (7.2610, -12.5281, -2.1981)
H (8.6012, -13.4873, -2.5730)
H (8.7909, -12.2650, -1.2626)
C (10.8613, 1.0357, 2.7081)
O (10.3271, 0.1212, 3.6848)
C (8.9654, -0.0876, 3.3687)
C (8.6934, -1.5368, 3.6390)
N (7.3531, -1.9962, 3.3143)
C (7.2521, -3.3904, 3.0739)
C (5.7483, -3.8077, 2.8285)
O (5.7657, -5.0799, 2.2663)
C (5.7047, -5.0077, 0.7761)
H (10.2051, 1.3248, 1.8872)
H (11.7432, 0.5686, 2.2697)
H (11.1035, 2.0425, 3.0482)
H (8.5493, 0.0457, 2.3701)
H (8.4031, 0.6015, 3.9988)
H (8.9647, -1.9617, 4.6054)
H (9.4737, -2.0832, 3.1092)
H (6.7357, -1.7987, 4.0888)
H (7.5960, -3.9885, 3.9178)
H (7.8108, -3.5844, 2.1583)
H (5.1479, -2.9757, 2.4607)
H (5.4533, -4.0140, 3.8573)
H (5.6377, -5.9996, 0.3291)
H (6.4922, -4.3502, 0.4079)
H (4.7131, -4.7561, 0.3998)
C (-8.3122, -9.2702, -5.2901)
O (-7.9319, -10.5527, -4.7464)
C (-7.6251, -10.4947, -3.3110)
C (-7.4556, -11.9617, -2.7444)
N (-6.1326, -12.4881, -2.9890)
C (-5.0781, -12.2144, -2.1294)
C (-3.9734, -11.5701, -2.9500)
O (-4.4046, -10.4764, -3.7528)
C (-3.3525, -9.4468, -3.8153)
H (-9.3689, -9.1670, -5.0433)
H (-8.1835, -9.1785, -6.3686)
H (-7.7891, -8.4679, -4.7697)
H (-8.3870, -9.9141, -2.7910)
H (-6.7247, -9.8812, -3.3405)
H (-8.1959, -12.6960, -3.0621)
H (-7.6585, -12.0479, -1.6770)
H (-5.8534, -11.9545, -3.7999)
H (-4.6728, -13.0572, -1.5693)
H (-5.3137, -11.5030, -1.3379)
H (-3.4883, -12.2785, -3.6215)
H (-3.2753, -11.3278, -2.1487)
H (-2.4930, -9.7228, -4.4262)
H (-2.8795, -9.0969, -2.8977)
H (-3.6337, -8.4656, -4.1978)
C (-1.2826, -16.9015, -5.1758)
O (-1.0160, -16.0945, -4.0028)
C (-1.8419, -16.3109, -2.8646)
C (-1.3838, -15.3601, -1.7626)
N (-1.7432, -14.0260, -2.1998)
C (-1.0263, -12.9169, -1.4457)
C (-1.2068, -13.0900, 0.0403)
O (-0.7329, -11.8674, 0.6595)
C (0.5976, -11.9957, 1.2050)
H (-2.3219, -16.7881, -5.4841)
H (-1.2082, -17.9725, -4.9868)
H (-0.6049, -16.5992, -5.9742)
H (-1.6540, -17.3506, -2.5965)
H (-2.9233, -16.2167, -2.9634)
H (-0.3090, -15.4814, -1.6281)
H (-1.8862, -15.4954, -0.8048)
H (-1.3967, -14.0223, -3.1485)
H (-1.4516, -11.9207, -1.5677)
H (0.0087, -12.8142, -1.7717)
H (-0.9004, -14.0159, 0.5270)
H (-2.2797, -13.1085, 0.2318)
H (1.1654, -11.9192, 0.2777)
H (0.9089, -12.8746, 1.7697)
H (0.8392, -11.2294, 1.9415)
C (6.0839, 3.1583, 0.1583)
O (5.8011, 1.8276, -0.4082)
C (6.9045, 0.9329, -0.1384)
C (6.6097, -0.4884, -0.6535)
N (6.3212, -0.5674, -2.1141)
C (6.1857, -1.9666, -2.5703)
C (7.4933, -2.7673, -2.2557)
O (7.1117, -4.1578, -2.5106)
C (7.0016, -4.6244, -3.8216)
H (5.2261, 3.7906, -0.0708)
H (7.0309, 3.5636, -0.1981)
H (6.1831, 3.0969, 1.2421)
H (7.0877, 0.9811, 0.9350)
H (7.8190, 1.2156, -0.6598)
H (5.7602, -0.8422, -0.0693)
H (7.4906, -1.0612, -0.3636)
H (5.6926, 0.0857, -2.5597)
H (5.9796, -2.0493, -3.6374)
H (5.3367, -2.4515, -2.0884)
H (7.9244, -2.9411, -1.2697)
H (8.3841, -2.5780, -2.8546)
H (7.8038, -4.1855, -4.4147)
H (6.1202, -4.4849, -4.4476)
H (7.1663, -5.6999, -3.7556)
C (8.2743, -13.9138, -7.2488)
O (8.4954, -12.9733, -8.3742)
C (7.3666, -12.7508, -9.2068)
C (6.8344, -11.3425, -8.7192)
N (7.6838, -10.1262, -9.0192)
C (7.0652, -8.9039, -8.5575)
C (6.7632, -8.8659, -7.0479)
O (7.8067, -9.4005, -6.2223)
C (7.7073, -9.2169, -4.7679)
H (7.4206, -13.6253, -6.6355)
H (9.1800, -14.2318, -6.7323)
H (7.9420, -14.8439, -7.7098)
H (6.5305, -13.3997, -8.9460)
H (7.5923, -12.8650, -10.2670)
H (6.4915, -11.4539, -7.6906)
H (5.8131, -11.3234, -9.0996)
H (7.8373, -10.1306, -10.0175)
H (6.1957, -8.5432, -9.1072)
H (7.7741, -8.0836, -8.6698)
H (5.7653, -9.2616, -6.8585)
H (6.6843, -7.8388, -6.6916)
H (7.5513, -8.1558, -4.5730)
H (8.6118, -9.5826, -4.2819)
H (6.8665, -9.7479, -4.3217)
C (-1.6454, -1.7050, -4.1752)
O (-1.8867, -0.7421, -5.2330)
C (-2.5278, 0.4297, -5.0000)
C (-2.4225, 1.4997, -6.0671)
N (-0.9792, 1.6469, -6.3127)
C (-0.7371, 2.2588, -7.5523)
C (-0.1914, 3.6764, -7.3510)
O (1.2093, 3.7820, -7.0246)
C (2.0266, 3.5534, -8.1607)
H (-1.1180, -1.4683, -3.2511)
H (-1.2200, -2.5021, -4.7849)
H (-2.5667, -2.2737, -4.0495)
H (-2.1873, 0.8805, -4.0678)
H (-3.5756, 0.2399, -4.7672)
H (-2.7751, 2.4924, -5.7871)
H (-2.9427, 1.1446, -6.9567)
H (-0.5338, 0.7532, -6.1612)
H (-1.5162, 2.4794, -8.2820)
H (-0.0430, 1.5708, -8.0351)
H (-0.7934, 4.3372, -6.7273)
H (-0.2865, 4.2494, -8.2733)
H (1.7682, 2.6105, -8.6427)
H (3.0775, 3.5227, -7.8729)
H (1.7997, 4.4105, -8.7947)
C (1.8200, -6.9368, 3.5183)
O (3.2120, -6.6296, 3.7310)
C (3.7827, -7.6402, 4.6169)
C (5.2858, -7.3368, 4.8419)
N (6.0153, -8.3118, 5.7125)
C (5.5075, -8.1454, 7.0788)
C (6.4123, -8.8409, 8.0735)
O (7.6303, -8.1949, 8.1759)
C (8.4879, -8.7552, 9.0758)
H (1.3914, -6.7963, 4.5106)
H (1.8105, -7.9435, 3.1006)
H (1.4050, -6.1650, 2.8701)
H (3.8864, -8.6269, 4.1655)
H (3.2084, -7.6898, 5.5421)
H (5.3665, -6.3056, 5.1859)
H (5.7694, -7.2475, 3.8692)
H (7.0234, -8.2621, 5.7485)
H (4.5379, -8.6432, 7.0910)
H (5.3993, -7.1164, 7.4218)
H (6.4393, -9.8947, 7.7961)
H (5.8441, -8.6451, 8.9829)
H (8.0670, -9.0073, 10.0492)
H (9.3703, -8.1239, 9.1814)
H (8.8878, -9.6879, 8.6781)
C (-2.1378, -6.0323, -4.0296)
O (-2.1351, -6.2656, -2.6466)
C (-2.1140, -5.1426, -1.7580)
C (-1.7643, -5.4390, -0.2750)
N (-2.5749, -6.5689, 0.1905)
C (-2.0447, -7.0447, 1.4934)
C (-2.7750, -8.3864, 1.9093)
O (-2.3433, -8.8214, 3.1890)
C (-1.2606, -9.7177, 3.0554)
H (-1.2231, -5.5227, -4.3324)
H (-3.0214, -5.4281, -4.2356)
H (-2.2260, -6.9755, -4.5687)
H (-3.1042, -4.6898, -1.8077)
H (-1.4901, -4.3039, -2.0671)
H (-1.9064, -4.5233, 0.2989)
H (-0.6937, -5.6347, -0.2150)
H (-2.4505, -7.2816, -0.5142)
H (-2.1989, -6.3880, 2.3495)
H (-0.9700, -7.0697, 1.3132)
H (-2.9685, -9.2020, 1.2125)
H (-3.7904, -8.0553, 2.1275)
H (-0.8385, -9.9635, 4.0298)
H (-0.5197, -9.3100, 2.3676)
H (-1.5655, -10.6794, 2.6427)
C (2.4677, 0.3163, -5.6882)
O (1.5452, -0.6446, -5.0877)
C (2.1151, -1.7686, -4.4312)
C (2.7747, -1.4561, -3.0678)
N (1.8495, -0.8117, -2.1928)
C (2.5656, -0.1197, -1.1434)
C (1.7431, 0.8920, -0.2330)
O (1.1012, 1.9482, -0.9316)
C (0.1912, 2.6714, -0.1060)
H (1.8855, 0.9726, -6.3350)
H (3.3235, -0.1666, -6.1598)
H (2.8265, 1.0114, -4.9292)
H (2.8499, -2.3204, -5.0174)
H (1.3747, -2.5641, -4.3468)
H (3.5928, -0.7770, -3.3079)
H (3.3042, -2.3219, -2.6700)
H (1.1664, -0.1902, -2.6016)
H (3.4835, 0.4085, -1.4016)
H (3.0674, -0.8562, -0.5160)
H (2.2445, 1.1894, 0.6880)
H (0.9186, 0.3007, 0.1652)
H (-0.7803, 2.1791, -0.0622)
H (-0.0798, 3.6083, -0.5927)
H (0.4564, 2.8585, 0.9345)
C (16.0186, -12.9535, -3.4819)
O (14.8613, -13.4029, -4.0874)
C (14.5164, -14.7116, -3.6820)
C (13.5290, -15.2197, -4.7709)
N (12.9524, -16.4923, -4.3671)
C (12.0753, -17.0100, -5.3395)
C (10.6610, -16.3881, -5.3597)
O (10.3228, -16.2977, -3.9647)
C (8.8693, -16.2677, -3.6997)
H (16.4808, -12.1257, -4.0197)
H (16.8301, -13.6284, -3.2097)
H (15.7308, -12.6799, -2.4668)
H (14.2569, -14.7566, -2.6243)
H (15.4029, -15.3451, -3.7133)
H (14.0252, -15.5042, -5.6987)
H (12.7548, -14.5005, -5.0380)
H (12.2154, -16.3662, -3.6881)
H (11.9456, -18.0760, -5.1526)
H (12.5750, -17.1455, -6.2986)
H (9.9688, -17.0464, -5.8848)
H (10.7141, -15.4443, -5.9024)
H (8.4634, -15.3278, -4.0735)
H (8.7583, -16.1309, -2.6240)
H (8.3116, -17.1465, -4.0233)
C (2.6818, -6.0274, -2.2024)
O (2.1111, -6.9393, -1.2696)
C (0.7713, -7.4775, -1.5882)
C (0.7777, -8.5513, -2.7487)
N (1.7989, -9.5354, -2.4094)
C (2.0470, -10.5300, -3.4664)
C (3.3076, -11.5088, -3.4360)
O (3.3803, -12.3898, -4.6093)
C (4.7109, -12.7779, -4.9367)
H (2.0198, -5.1615, -2.2151)
H (2.5967, -6.4948, -3.1834)
H (3.7002, -5.6650, -2.0625)
H (0.1679, -6.7116, -2.0754)
H (0.4518, -7.7479, -0.5818)
H (1.1159, -8.0490, -3.6550)
H (-0.2175, -8.9286, -2.9839)
H (2.4846, -9.1048, -1.8057)
H (2.1344, -10.0506, -4.4414)
H (1.1108, -11.0865, -3.5098)
H (3.4547, -11.9890, -2.4686)
H (4.1595, -10.8292, -3.4569)
H (4.7538, -13.6343, -5.6096)
H (5.3409, -13.1910, -4.1490)
H (5.2920, -12.0183, -5.4597)

Here is C4H7N3 in the gas phase from OMol25. Energies are from ωB97M-V/def2-TZVPD.

Properties
**SMILES**: CNc1cc[nH]n1
**Kohn-Sham gap**: 9.6 eV
**Charge**: 0
**Energy above the lowest of the compared OMol25 structures with the same formula, charge and spin**: 0.595 eV

Positions of all 14 atoms, in Å:
C (2.2088, 0.4331, 0.2826)
N (1.2604, -0.0356, -0.7263)
C (-0.0993, -0.0582, -0.3804)
C (-0.7552, -1.0693, 0.3622)
C (-2.0720, -0.6810, 0.3872)
N (-2.1392, 0.4756, -0.3100)
N (-0.9469, 0.8823, -0.7777)
H (1.7263, 0.4673, 1.2638)
H (3.0729, -0.2382, 0.3527)
H (2.5804, 1.4440, 0.0656)
H (1.3856, 0.4493, -1.6038)
H (-0.3180, -1.9683, 0.7700)
H (-2.9536, -1.1412, 0.8123)
H (-2.9501, 1.0404, -0.4983)